C27H49CrN3SSbSi2 as an isolated structure, computed with the ωB97M-V functional and the def2-TZVPD basis.

Output
**E_LUMO (spin up / spin down)**: -0.00771 / -0.00779 Eh
**Energy relative to the best compared isomer or geometry (same formula, charge and spin)**: 0.2050 eV
**HOMO level (spin up / spin down)**: -6.544 / -6.620 eV
**<S²>**: 3.922

```
! RIJCOSX wB97M-V def2-TZVPD def2/J DEFGRID3
* xyz 0 4
Cr -1.12 -0.83 -0.25
N -2.02 -1.69 1.75
N -3.03 -2.63 1.56
C -3.29 -3.14 0.34
N -4.18 -4.17 0.35
S -2.62 -2.59 -1.07
H -1.26 -2.09 2.30
H -2.41 -0.88 2.22
H -3.30 -3.19 2.36
H -4.86 -4.21 1.09
H -4.51 -4.46 -0.56
C -1.24 -1.19 -3.87
Si -0.12 -0.57 -2.47
C 0.47 1.10 -3.12
C 1.44 -1.68 -2.51
C 2.30 -1.64 -3.62
C 3.45 -2.41 -3.67
C 3.76 -3.27 -2.61
C 2.91 -3.33 -1.52
C 1.75 -2.55 -1.44
Si 0.50 -2.72 -0.03
C -0.11 -4.51 -0.27
C 1.37 -2.96 1.66
H -0.64 -1.35 -4.77
H -2.01 -0.44 -4.10
H -1.75 -2.13 -3.63
H 0.58 1.05 -4.21
H 1.44 1.37 -2.70
H -0.24 1.90 -2.90
H 2.08 -0.97 -4.45
H 4.10 -2.36 -4.53
H 4.65 -3.88 -2.65
H 3.16 -4.01 -0.70
H 0.72 -5.20 -0.09
H -0.47 -4.67 -1.29
H -0.92 -4.78 0.42
H 2.41 -3.27 1.54
H 0.86 -3.77 2.20
H 1.35 -2.07 2.30
C 3.60 -0.41 1.68
C 3.02 0.72 0.83
C 3.53 0.64 -0.61
Sb 0.86 0.94 0.85
C 0.55 1.54 2.91
C -0.07 0.40 3.72
C 1.80 2.08 3.61
C 0.93 2.90 -0.07
C -0.49 3.43 -0.23
C 1.82 3.94 0.61
H 4.67 -0.23 1.85
H 3.51 -1.36 1.17
H 3.12 -0.51 2.66
H 3.33 1.67 1.26
H 3.20 -0.27 -1.11
H 4.63 0.63 -0.60
H 3.22 1.49 -1.21
H -0.19 2.34 2.81
H 0.61 -0.45 3.81
H -1.00 0.04 3.26
H -0.32 0.73 4.73
H 2.51 1.28 3.83
H 1.52 2.52 4.57
H 2.32 2.84 3.04
H 1.32 2.69 -1.06
H -0.94 3.69 0.74
H -1.14 2.71 -0.70
H -0.50 4.34 -0.84
H 1.44 4.22 1.59
H 1.84 4.84 0.00
H 2.86 3.61 0.72
C -3.06 0.32 -0.35
C -3.37 1.77 -0.16
C -3.50 2.63 -1.25
C -3.77 3.98 -1.08
C -3.92 4.52 0.19
C -3.80 3.68 1.29
C -3.54 2.33 1.11
H -3.38 0.02 -1.34
H -3.67 -0.25 0.36
H -3.39 2.23 -2.26
H -3.87 4.62 -1.95
H -4.13 5.58 0.32
H -3.92 4.07 2.29
H -3.45 1.68 1.98
*
```

C10H23ClGaInO as an isolated structure, computed with the ωB97M-V functional and the def2-TZVPD basis.

Output
**E_LUMO**: -0.41144 Eh
**HOMO level**: -14.841 eV

```
! RIJCOSX wB97M-V def2-TZVPD def2/J DEFGRID3
* xyz 2 1
C -1.27 -0.16 3.30
C -1.15 0.59 1.96
Ga -1.58 -0.51 0.31
C -0.15 -1.97 -0.19
C 1.26 -1.66 0.11
C 1.75 -0.28 -0.33
C 3.27 -0.24 -0.37
O 3.72 -0.50 -1.67
C 4.71 0.40 -2.14
C -1.81 0.37 -1.59
C -2.65 1.58 -1.44
C -4.06 1.35 -0.93
Cl -1.83 2.84 -0.49
H -2.09 -0.86 3.21
H -1.54 0.54 4.09
H -0.35 -0.71 3.56
H -0.22 1.14 1.89
H -1.95 1.32 1.97
H -3.01 -1.15 0.62
H -0.54 -2.79 0.42
H -0.29 -2.24 -1.23
H 1.84 -2.38 -0.47
H 1.47 -1.87 1.15
H 1.38 -0.01 -1.31
H 1.45 0.47 0.40
H 3.69 -0.95 0.34
H 3.62 0.73 -0.04
H 5.66 0.23 -1.65
H 4.84 0.20 -3.19
H 4.40 1.43 -2.02
H -2.31 -0.35 -2.22
H -0.84 0.55 -2.05
H -2.72 1.97 -2.46
H -4.55 0.61 -1.54
H -4.07 1.09 0.11
H -4.60 2.28 -1.05
In 0.53 -1.06 4.94
*
```

C30H40Cl3NO8PSSiTi as an isolated structure, computed with the ωB97M-V functional and the def2-TZVPD basis.

Output
**E_LUMO (spin up / spin down)**: 0.16152 / 0.16146 Eh
**Energy relative to the best compared isomer or geometry (same formula, charge and spin)**: 0.5795 eV
**HOMO level (spin up / spin down)**: -1.302 / -1.382 eV
**<S²>**: 0.757

```
! RIJCOSX wB97M-V def2-TZVPD def2/J DEFGRID3
* xyz -2 2
Ti -1.43 0.77 0.30
C -3.62 -1.24 -1.91
C -4.16 -0.58 -0.63
C -5.63 -0.19 -0.86
C -3.34 0.67 -0.34
C -4.11 -1.54 0.57
C -4.30 -1.04 1.85
C -4.22 -1.86 2.96
C -3.96 -3.22 2.81
C -3.78 -3.74 1.54
C -3.85 -2.90 0.43
H -3.62 -0.50 -2.71
H -4.26 -2.07 -2.22
H -2.60 -1.60 -1.80
H -5.70 0.50 -1.71
H -6.05 0.30 0.02
H -6.24 -1.07 -1.08
H -3.97 1.56 -0.45
H -4.44 0.03 1.99
H -4.32 -1.44 3.95
H -3.87 -3.86 3.68
H -3.55 -4.79 1.41
H -3.66 -3.32 -0.55
O 0.36 1.68 0.73
S 1.25 0.79 1.69
C 1.34 1.67 3.23
C 1.56 1.00 4.42
C 1.65 1.72 5.60
C 1.49 3.10 5.59
C 1.22 3.76 4.39
C 1.14 3.04 3.21
C 2.85 1.51 1.04
C 2.92 2.12 -0.20
C 4.16 2.50 -0.72
C 5.32 2.25 -0.01
C 5.25 1.62 1.23
C 4.01 1.25 1.75
H 1.63 -0.08 4.41
H 1.82 1.21 6.54
H 1.56 3.67 6.51
H 1.07 4.83 4.38
H 0.91 3.53 2.26
H 2.01 2.32 -0.75
H 4.20 2.99 -1.68
H 6.29 2.54 -0.41
H 6.15 1.41 1.80
H 3.96 0.77 2.72
C 2.75 -2.44 0.84
C 1.83 -2.65 -0.35
C 2.61 -3.22 -1.54
C 0.66 -3.54 0.04
O 1.37 -1.33 -0.70
P 0.36 -0.97 -1.86
O -0.23 -2.16 -2.51
O -0.62 0.09 -1.35
O 1.39 -0.18 -2.81
C 1.04 0.47 -4.04
C 1.67 -0.36 -5.14
C 1.67 1.86 -3.96
C -0.46 0.60 -4.26
H 3.24 -3.38 1.09
H 2.18 -2.09 1.70
H 3.52 -1.69 0.60
H 3.05 -4.19 -1.26
H 3.41 -2.54 -1.82
H 1.94 -3.37 -2.39
H 1.06 -4.50 0.39
H 0.00 -3.71 -0.81
H 0.09 -3.07 0.84
H 2.74 -0.46 -4.97
H 1.51 0.10 -6.12
H 1.23 -1.36 -5.15
H 2.74 1.77 -3.75
H 1.21 2.43 -3.15
H 1.53 2.39 -4.90
H -0.95 -0.38 -4.22
H -0.63 1.03 -5.25
H -0.93 1.24 -3.51
Cl -2.97 4.73 -2.10
Si -1.46 3.35 -1.31
Cl 0.17 4.79 -1.14
Cl -2.16 3.40 0.78
O -0.73 -0.79 3.42
N -0.66 -0.07 2.36
O -0.95 -0.82 1.12
O -1.62 0.96 2.22
*
```

These records have max |F| values of 1.2 4.7 1.4 eV Å⁻¹, in the order they appear.
These records have calculated total energy values of -94812.7670 -82839.2618 -138319.5716 eV, in the order they appear.